Run i
{
  "formula": "C4H4N2OS",
  "method": "ωB97M-V/def2-TZVPD",
  "homo_lumo_gap_ev": 8.80,
  "multiplicity": 1,
  "smiles": "N#CCN(C=O)C=S",
  "species": ["C", "C", "C", "C", "H", "H", "H", "H", "N", "N", "O", "S"],
  "positions_angstrom": [[-0.2098, 1.0597, -0.7256], [0.0357, -0.5150, 1.0912], [-0.5905, -1.6582, 0.5656], [2.0423, 0.2827, -0.2101], [0.2941, 1.7745, -1.4784], [-0.6416, 0.0354, 1.6294], [0.8908, -0.7872, 1.7563], [2.4599, 1.1948, -0.8221], [0.6040, 0.2392, 0.0278], [-1.2387, -2.4636, 0.0132], [2.8320, -0.4962, 0.2870], [-1.8052, 1.3943, -0.4997]],
  "nbo_charge": [-0.099, -0.345, 0.261, 0.549, 0.225, 0.264, 0.271, 0.157, -0.460, -0.269, -0.525, -0.030]
}


Run ii
{
  "formula": "C4H4N2OS",
  "method": "ωB97M-V/def2-TZVPD",
  "homo_lumo_gap_ev": 8.36,
  "multiplicity": 1,
  "smiles": "Oc1nccnc1S",
  "species": ["C", "C", "C", "C", "H", "H", "H", "H", "N", "N", "O", "S"],
  "positions_angstrom": [[0.5574, 0.1988, 0.7384], [0.4471, 0.3609, -1.5101], [-0.8653, -0.1475, -1.5446], [-0.6761, -0.5892, 0.6517], [1.8872, 1.8017, 1.5363], [0.9322, 0.5651, -2.5573], [-1.5816, 0.0058, -2.4130], [-0.5922, -1.2326, 2.2822], [1.0459, 0.6910, -0.4181], [-1.3432, -0.6730, -0.5330], [-1.2343, -1.4240, 1.5197], [1.4229, 0.4430, 2.2478]],
  "nbo_charge": [-0.101, -0.005, 0.027, 0.436, 0.214, 0.192, 0.198, 0.477, -0.402, -0.408, -0.603, -0.025]
}


Taking the most stable structure as the zero point, the relative energies in kcal/mol are run i 0.0; run ii 17.1.


Run i
{
  "formula": "C4H12O2",
  "method": "ωB97M-V/def2-TZVPD",
  "homo_lumo_gap_ev": 10.08,
  "multiplicity": 1,
  "smiles": "C/C=C/C.O.O",
  "species": ["C", "C", "C", "C", "H", "H", "H", "H", "H", "H", "H", "H", "H", "H", "O", "H", "H", "O"],
  "positions_angstrom": [[0.1541, 2.2832, -1.1060], [-0.9780, 1.3179, -0.9006], [-0.9480, 0.2596, -0.1043], [-1.9698, -0.8474, -0.1718], [0.9011, 1.8888, -1.7952], [0.7096, 2.4235, -0.1772], [-0.2083, 3.2571, -1.4321], [-1.7466, 1.3754, -1.6677], [-0.2445, 0.3153, 0.7283], [-2.9737, -0.5037, 0.0619], [-1.7256, -1.6538, 0.5181], [-1.9439, -1.3073, -1.1609], [1.0000, -0.9846, -0.1951], [2.3011, -1.7145, -0.6406], [1.9226, -1.1469, 0.0338], [2.2454, -1.4230, 1.9915], [1.5237, -2.1825, 3.0961], [1.9811, -1.3570, 2.9218]],
  "nbo_charge": [-0.648, -0.149, -0.245, -0.652, 0.222, 0.217, 0.213, 0.182, 0.206, 0.225, 0.215, 0.214, 0.489, 0.478, -0.961, 0.491, 0.459, -0.958]
}


Run ii
{
  "formula": "C4H12O2",
  "method": "ωB97M-V/def2-TZVPD",
  "homo_lumo_gap_ev": 10.97,
  "multiplicity": 1,
  "smiles": "CC[C@@H](C)O.O",
  "species": ["C", "C", "C", "C", "O", "H", "H", "H", "H", "H", "H", "H", "H", "H", "H", "H", "H", "O"],
  "positions_angstrom": [[-0.2118, 1.2064, 0.1389], [0.1691, -0.2976, 0.0827], [-0.9064, -1.1665, 0.7486], [-0.5958, -2.6414, 0.6231], [-0.9713, -0.9091, 2.1515], [-0.9308, 1.5407, -0.6082], [-0.4977, 1.4044, 1.1681], [0.6893, 1.7831, -0.0825], [1.0631, -0.3283, 0.7035], [0.4329, -0.6643, -0.9114], [-1.8678, -0.9352, 0.2861], [-1.1867, -3.3109, 1.2392], [0.4740, -2.8541, 0.7045], [-0.7636, -2.8845, -0.4401], [-0.5383, -0.1535, 2.5372], [2.9284, 3.0229, -3.1212], [1.4876, 2.9889, -2.4349], [1.9586, 3.0875, -3.2667]],
  "nbo_charge": [-0.604, -0.416, 0.103, -0.615, -0.750, 0.210, 0.198, 0.197, 0.196, 0.212, 0.160, 0.226, 0.206, 0.200, 0.475, 0.476, 0.473, -0.949]
}


Taking the most stable structure as the zero point, the relative energies in kcal/mol are run i 4.6; run ii 0.0.


Run i
{
  "formula": "C4H12O2",
  "method": "ωB97M-V/def2-TZVPD",
  "homo_lumo_gap_ev": 10.52,
  "multiplicity": 1,
  "smiles": "C=CCC.O.O",
  "species": ["C", "C", "C", "C", "H", "H", "H", "H", "H", "H", "H", "H", "H", "H", "O", "H", "H", "O"],
  "positions_angstrom": [[2.5424, -0.2746, -0.6520], [1.1793, 0.1098, -0.0427], [0.4774, 1.3309, -0.6736], [-0.4210, 2.1073, -0.1150], [3.3200, 0.0730, 0.0335], [2.7914, -1.3401, -0.6232], [2.7854, 0.0805, -1.6436], [1.2399, 0.0601, 1.0453], [0.5512, -0.6882, -0.3864], [0.9425, 1.4345, -1.6654], [-0.9791, 2.8571, -0.6471], [-0.7311, 1.8459, 0.9246], [-1.9503, -0.9023, 1.3903], [-1.7341, 0.5479, 1.5142], [-2.4161, -0.0662, 1.2385], [-1.1411, -1.5785, -0.5630], [-0.3283, -2.9386, -0.3001], [-1.0014, -2.3314, 0.0128]],
  "nbo_charge": [-0.614, -0.450, -0.163, -0.395, 0.207, 0.208, 0.209, 0.212, 0.206, 0.195, 0.213, 0.163, 0.480, 0.455, -0.936, 0.488, 0.484, -0.964]
}


Run ii
{
  "formula": "C4H12O2",
  "method": "ωB97M-V/def2-TZVPD",
  "homo_lumo_gap_ev": 9.73,
  "multiplicity": 1,
  "smiles": "C/C=C/C.O.O",
  "species": ["C", "C", "C", "C", "H", "H", "H", "H", "H", "H", "H", "H", "H", "H", "O", "H", "H", "O"],
  "positions_angstrom": [[1.3895, -1.0157, 0.1208], [-0.0493, -1.2968, 0.4918], [-1.0108, -1.2922, -0.4627], [-2.4416, -0.9381, -0.2613], [1.7045, -1.4839, -0.8104], [2.0576, -1.6857, 0.6837], [1.6127, 0.0355, 0.2107], [-0.1909, -1.0883, 1.5570], [-0.7407, -1.7914, -1.3934], [-2.8321, -1.3628, 0.6561], [-3.0411, -1.2056, -1.1390], [-2.4219, 0.1297, -0.1538], [-0.0152, 1.0176, 1.8250], [-0.8398, 2.2666, 1.3335], [0.0366, 1.9545, 1.5816], [1.4217, 1.5534, -0.6567], [2.0946, 2.4544, -1.5029], [1.7204, 1.5558, -1.5786]],
  "nbo_charge": [-0.643, -0.209, -0.158, -0.655, 0.224, 0.208, 0.208, 0.166, 0.201, 0.221, 0.219, 0.215, 0.479, 0.478, -0.956, 0.466, 0.461, -0.925]
}


Taking the most stable structure as the zero point, the relative energies in kcal/mol are run i 0.0; run ii 5.7.


Run i
{
  "formula": "C4H7O2",
  "method": "ωB97M-V/def2-TZVPD",
  "homo_lumo_gap_ev": 6.85,
  "total_charge": -1,
  "multiplicity": 1,
  "species": ["O", "C", "C", "C", "C", "O", "H", "H", "H", "H", "H", "H", "H"],
  "positions_angstrom": [[-2.3956, 1.2094, -0.1287], [-1.6086, 0.2857, 0.4976], [-0.7555, -0.6826, -0.2795], [-0.0177, 0.4008, 0.4267], [1.7690, 0.0558, -0.4941], [2.6581, -0.0926, 0.4726], [-1.9312, -0.1929, 1.4829], [-0.9081, -1.7288, 0.1699], [-0.5580, -0.7299, -1.3378], [-0.0955, 1.3815, -0.1371], [0.4020, 0.1458, 1.4225], [1.4691, -0.9331, -0.8584], [1.9722, 0.8808, -1.2365]],
  "nbo_charge": [-0.887, 0.223, -0.475, -0.617, 0.176, -0.739, 0.109, 0.192, 0.199, 0.306, 0.258, 0.130, 0.125]
}


Run ii
{
  "formula": "C4H7O2",
  "method": "ωB97M-V/def2-TZVPD",
  "homo_lumo_gap_ev": 5.65,
  "total_charge": -1,
  "multiplicity": 1,
  "smiles": "[O-]/C=C/CCO",
  "species": ["C", "O", "C", "C", "C", "O", "H", "H", "H", "H", "H", "H", "H"],
  "positions_angstrom": [[-0.5091, 0.8024, 0.9153], [-1.1543, 2.0962, 0.9890], [-0.2515, 0.3435, -0.5044], [0.2209, -1.0779, -0.5317], [1.4923, -1.4717, -0.8908], [1.9710, -2.6430, -0.9907], [0.4078, 0.8360, 1.4936], [-1.1379, 0.0510, 1.4171], [-1.2155, 0.5157, -1.0079], [0.4207, 1.0532, -0.9876], [-2.0655, 1.9783, 1.2923], [-0.4010, -1.8386, -0.0801], [2.2221, -0.6451, -1.1142]],
  "nbo_charge": [-0.055, -0.760, -0.428, -0.549, 0.266, -0.804, 0.158, 0.144, 0.162, 0.192, 0.455, 0.170, 0.049]
}


Taking the most stable structure as the zero point, the relative energies in kcal/mol are run i 82.6; run ii 0.0.